# 1
This record from the OMol25 dataset describes C42H34Br2F7N12OSbSr as an isolated structure in a non-equilibrium geometry. The level of theory is the ωB97M-V functional and the def2-TZVPD basis.

ORCA input file:
```
! wB97M-V def2-TZVPD RIJCOSX def2/J DEFGRID3
* xyz -2 1
C -2.4031 0.0541 4.1796
C 3.1313 -1.8270 -5.4316
H 3.8608 2.6602 2.3478
C 2.0868 1.1526 -0.7227
H -2.7670 3.8562 3.8193
H -1.8980 5.6833 2.0565
H -2.9104 4.3717 0.1254
H -1.3124 3.9355 -0.4066
N -1.1579 2.3492 -2.5349
N -3.5976 1.4116 -1.2368
C -3.5775 3.7878 3.0900
H 2.2656 3.1010 -1.6081
H 0.0252 3.0398 1.5821
C -3.9958 -1.6542 4.8239
H 1.6983 -4.5177 -0.4483
C 2.3130 0.3365 0.3938
C -1.5806 -2.7986 -5.3878
C -3.2032 -0.5647 5.1171
C -3.9567 -2.0908 3.5050
Sb 1.2679 -1.5433 0.3348
N -5.4146 2.2397 -2.1767
F -3.2064 -0.0694 6.3777
H -3.7583 4.7822 2.6777
C -0.0161 -3.1279 4.1955
C 1.2837 -2.1586 2.3912
N 1.7455 -0.9461 -3.6997
C -0.3505 -3.0064 -5.9466
C 5.3355 -3.2475 -0.2138
F 6.0808 -5.4303 -0.6856
Br -3.4296 -1.7143 -3.5183
H 0.0603 0.8396 2.9966
C -1.3182 5.3778 1.1855
C -0.6228 -1.3804 -3.6052
F 3.5226 4.2753 0.3819
H 3.5834 -6.0860 -0.8077
C 4.0491 -0.1919 -3.7672
N -1.5841 0.0945 1.8335
H 0.1964 0.9636 1.2847
H -3.3000 1.7651 2.4216
N -2.0157 2.9168 1.2796
Sr -1.1994 0.7317 -0.5851
H -0.2911 5.2025 1.5110
H 3.1901 -2.6291 5.1793
N -4.6695 1.1873 -0.4396
H 6.3646 -2.9162 -0.1611
C 2.7167 -4.1516 -0.3741
H 4.3111 0.5784 -4.4980
C 2.3294 -2.6242 4.5235
H 1.5915 0.7667 -1.6159
C 2.9514 0.8898 1.5015
H 3.1017 0.3042 2.3994
H -0.9539 -3.4902 4.5955
H -0.7958 -2.6830 2.2563
N -1.4267 2.6614 -4.7002
C 3.1261 2.9815 0.3693
F -4.6988 -3.1646 3.1544
C -1.9057 4.1466 0.4896
N 0.0519 2.4093 -3.1458
H 2.2275 -3.1249 -6.8559
Br -0.2302 -4.1085 -7.5017
C 5.0518 -4.5671 -0.4909
C 2.4846 2.4838 -0.7457
H 3.3653 -1.8306 2.8366
H -4.6210 -2.1263 5.5651
C -4.1052 2.0621 -2.2846
H 3.7651 0.3009 -2.8412
C -3.1808 -1.4851 2.5539
H -2.4633 -3.2483 -5.8214
C -2.3303 -0.3745 2.8297
C 1.1127 -3.0885 4.9847
C 2.4063 -2.1657 3.2154
C 2.9134 -1.0253 -4.2883
C 3.7601 -5.0436 -0.5792
C 2.0913 -2.5137 -5.9737
H -4.4792 3.4863 3.6270
H 4.4868 -1.3295 0.1940
C -1.7082 -1.9987 -4.2584
F -3.1552 -1.9944 1.3083
C -3.2836 2.7616 1.9939
H -4.0805 2.7669 1.2517
H -0.8842 3.0129 3.0851
C -0.5378 1.0543 2.1029
F -1.6922 1.1409 4.5909
H -3.9125 2.5359 -4.2490
H 4.1205 -1.8746 -5.8716
C 4.2736 -2.3710 -0.0174
C 2.9572 -2.8087 -0.0917
C 3.3714 2.2139 1.4919
C -0.8427 2.5868 2.0740
C 0.0847 -2.6635 2.8890
O -0.7760 -0.6800 -2.5696
H -1.2963 6.2115 0.4801
H 4.9362 -0.8002 -3.5915
N -5.7297 1.6634 -1.0010
C -2.0283 2.4983 -3.5282
C 0.6791 -1.5959 -4.2387
F 1.0378 -3.5331 6.2633
N -0.1139 2.5966 -4.4110
N -3.4005 2.5331 -3.3840
C 0.8031 -2.3976 -5.4066
*
```

* molar mass: 1224.99 g/mol
* frontier orbital gap: 6.22 eV

These are the Mulliken partial charges, in e, on atoms 1 to 8: atom 1 (C): 0.566, atom 2 (C): -0.977, atom 3 (H): 0.432, atom 4 (C): -0.641, atom 5 (H): 0.273, atom 6 (H): 0.270, atom 7 (H): 0.449, atom 8 (H): -0.048

=====

# 2
This record from the OMol25 dataset describes C42H35AsBrNNiP2S4Si as an isolated structure in a non-equilibrium geometry. The level of theory is the ωB97M-V functional and the def2-TZVPD basis.

ORCA input file:
```
! wB97M-V def2-TZVPD RIJCOSX def2/J DEFGRID3
* xyz -2 3
C 2.4428 2.7331 0.0487
H -3.2450 5.0074 -0.2092
C 6.8289 1.2951 0.1754
S 1.7493 -2.4313 0.7791
C 1.7616 1.6430 4.9265
As 2.5610 -3.0261 -1.1346
H 4.4798 1.4290 2.9226
C 3.0952 1.6673 4.5330
C 1.6025 3.1271 -0.9899
C -3.1995 2.8605 -0.1665
C 3.4354 1.4040 3.2136
H -1.4203 -1.7657 1.7491
C -2.6706 -0.5594 -1.5576
H 0.0792 3.2319 1.8013
H 0.6430 4.7459 -2.0054
C -2.5278 1.7162 0.2586
C -2.8525 -2.4581 -3.9980
C 1.3219 4.4668 -1.2084
C -7.7767 0.9223 -0.4567
C 0.7832 1.3240 3.9963
S 1.0249 -4.2692 -2.2787
H -4.1287 2.7618 -0.7167
C -0.9440 -2.3752 -1.4492
H -2.4975 1.2569 -2.5400
H -0.3016 -1.4285 3.0730
C -0.2932 -2.2170 -3.7173
C -0.4488 -3.2537 -2.6157
C -5.7796 0.8288 0.8792
H 7.5509 2.0244 -0.1753
N -0.1973 -1.1368 -1.5716
H 0.7666 -0.2718 -3.1929
H 0.4691 -2.4723 -4.4517
C -1.5405 4.2459 0.8596
H -5.1169 -0.0751 -2.3061
C 1.1146 1.0421 2.6690
C 1.8946 5.4433 -0.4049
H 8.3204 -0.1394 0.7562
H -4.1362 -3.2584 -2.5614
H -0.7520 -2.8344 -0.4791
C 5.4717 1.5694 0.0774
S 2.8083 0.2615 -1.7796
H 1.6777 6.4914 -0.5781
H 6.6457 -1.8109 1.5079
C -2.4124 0.1761 -2.6405
C -5.6837 0.2455 -1.4408
H -2.9957 -2.4696 -0.6826
H -5.2849 0.9495 1.8372
H -1.2458 0.4654 -4.4130
C -7.0484 0.4921 -1.5545
H -1.1431 5.2248 1.1030
C -1.4695 -0.3057 -3.6756
C -1.6240 -1.7012 -4.3632
C 6.3250 -0.8488 1.1273
C -0.8535 3.1084 1.2615
C -1.0262 -0.9778 2.3900
C 4.5313 0.6452 0.5214
H -0.2550 1.2746 4.3134
H -1.1805 -4.0181 -2.8872
H 1.1761 2.3630 -1.6278
Si -0.1155 0.3569 1.3916
C -2.5033 -2.0794 -1.5773
Br -3.8996 -3.1750 -5.4460
C 7.2611 0.0833 0.6982
C -7.1336 1.0942 0.7646
C 2.7402 5.0652 0.6282
Ni 1.1124 -0.3927 -0.3563
P 2.7226 0.9324 0.3636
C -1.3108 1.8165 0.9755
C -0.1005 -0.8804 -2.9449
C -2.7104 4.1261 0.1273
H -8.8384 1.1191 -0.5469
C -5.0283 0.4125 -0.2238
P -3.2433 0.0405 0.0508
C -3.2447 -2.6730 -2.7539
H 5.1402 2.4982 -0.3711
C 3.0005 3.7199 0.8588
C 2.4492 1.1091 2.2692
C 4.9695 -0.5653 1.0550
H 3.6399 3.4405 1.6855
H -7.6932 1.4276 1.6308
H -1.8560 -0.5632 2.9692
H -1.5469 -1.6319 -5.4461
H 3.8722 1.8893 5.2569
H -7.5393 0.3505 -2.5103
H 3.1937 5.8158 1.2656
S 4.1775 -4.3673 -1.0470
H 1.4917 1.8496 5.9567
H 4.2428 -1.3011 1.3823
*
```

* molar mass: 985.57 g/mol
* frontier orbital gap (alpha / beta): 5.26 / 5.53 eV

These are the Mulliken partial charges, in e, on atoms 1 to 8: atom 1 (C): -0.040, atom 2 (H): 0.361, atom 3 (C): -0.713, atom 4 (S): -0.501, atom 5 (C): -0.838, atom 6 (As): 0.545, atom 7 (H): 0.372, atom 8 (C): -0.787